[1]
Formula: C8H17Cl14HgO
Source: OMol25
Level of theory: ωB97M-V/def2-TZVPD

Values from the calculation:
- DFT total energy (eV) = -190096.64757
- Kohn-Sham gap (hartree) = 0.1771
- E_HOMO (eV) = -12.594
- net charge = +1

The geometry in XYZ format:
```
41
C8H17Cl14HgO, DFT ωB97M-V/def2-TZVPD
Hg 2.17 1.51 3.00
C -0.10 0.31 0.45
O 0.87 1.03 1.17
H -1.07 0.25 0.95
H -0.27 0.69 -0.55
H 0.19 -0.71 0.21
C 3.20 -2.11 1.29
Cl 4.56 -1.81 0.08
Cl 3.25 -0.99 2.61
H 2.27 -2.04 0.72
H 3.28 -3.10 1.74
C -1.84 -1.19 -3.13
Cl -0.95 -2.30 -4.14
Cl -3.39 -1.87 -2.66
H -1.24 -0.97 -2.24
H -1.99 -0.25 -3.67
C 2.38 -0.85 -2.79
Cl 3.77 0.19 -3.06
Cl 2.46 -2.24 -3.85
H 2.36 -1.14 -1.74
H 1.48 -0.28 -3.04
C -1.43 3.06 3.27
Cl -2.09 1.45 3.80
Cl 0.02 3.46 4.27
H -1.14 2.96 2.22
H -2.20 3.81 3.40
C -4.08 0.66 1.33
Cl -3.97 2.24 0.58
Cl -4.71 -0.46 0.08
H -3.10 0.36 1.69
H -4.83 0.80 2.11
C 1.01 4.37 -0.36
Cl 0.74 6.00 -0.96
Cl 1.51 4.41 1.35
H 0.22 3.64 -0.52
H 1.87 3.95 -0.90
C 0.15 -4.70 -0.59
Cl 1.84 -4.15 -0.86
Cl -1.02 -3.38 -0.04
H -0.28 -5.22 -1.45
H 0.09 -5.37 0.26
```



[2]
Formula: C5H9MgO3Zn
Source: OMol25
Level of theory: ωB97M-V/def2-TZVPD

Values from the calculation:
- ⟨S²⟩ = 0.7626
- DFT total energy (eV) = -65331.22157
- Kohn-Sham gap (alpha / beta) (hartree) = 0.2176 / 0.2052
- 2S+1 = 2
- E_HOMO (alpha / beta) (eV) = -5.697 / -6.411

The geometry in XYZ format:
```
19
C5H9MgO3Zn, DFT ωB97M-V/def2-TZVPD
O 2.84 0.32 -0.19
Mg 3.70 1.98 0.58
C 2.43 -2.03 -0.23
C 2.14 -0.75 0.06
O 0.87 -0.37 0.51
C -0.28 -1.09 0.08
C -1.46 -0.18 0.34
O -1.17 1.09 -0.22
C -2.30 1.95 -0.33
Zn 0.77 1.71 0.15
H 2.25 -2.42 -1.23
H 2.55 -2.73 0.59
H -0.38 -2.02 0.65
H -0.20 -1.32 -0.99
H -1.65 -0.06 1.42
H -2.36 -0.61 -0.13
H -1.95 2.92 -0.69
H -3.02 1.53 -1.05
H -2.78 2.07 0.65
```



[3]
Formula: H9O5
Source: OMol25
Level of theory: ωB97M-V/def2-TZVPD

Values from the calculation:
- DFT total energy (eV) = -10384.58169
- Kohn-Sham gap (hartree) = 0.2685
- E_HOMO (eV) = -4.580
- net charge = -1

The geometry in XYZ format:
```
14
H9O5, DFT ωB97M-V/def2-TZVPD
O 1.38 0.07 2.96
H 0.73 0.66 3.34
O 0.13 -2.34 2.03
H 0.83 -2.49 1.37
H 0.43 -1.49 2.42
O 2.23 0.25 0.72
H 3.12 0.57 0.89
H 1.94 0.08 1.88
O 0.85 2.93 -0.02
H 0.28 2.97 0.75
H 1.19 2.03 0.05
O -4.54 -0.86 -5.75
H -4.88 -1.62 -5.28
H -3.68 -0.76 -5.35
```



[4]
Formula: C5H9NS
Source: OMol25
Level of theory: ωB97M-V/def2-TZVPD

Values from the calculation:
- DFT total energy (eV) = -17652.36674
- Kohn-Sham gap (hartree) = 0.2954
- E_HOMO (eV) = -8.620

The geometry in XYZ format:
```
16
C5H9NS, DFT ωB97M-V/def2-TZVPD
C -0.33 0.31 0.57
C 0.84 0.50 0.02
C 1.39 1.85 -0.35
C -1.87 -1.19 -0.54
C -0.98 -1.07 0.72
N 3.41 -0.55 0.49
S 2.16 -0.96 -0.17
H -1.12 1.08 0.76
H 0.94 2.40 -1.25
H 2.41 2.00 -0.50
H 1.19 2.33 0.59
H -2.83 -0.75 -0.30
H -2.07 -2.19 -0.90
H -1.45 -0.81 -1.50
H -0.27 -1.86 0.66
H -1.42 -1.10 1.70
```



[5]
Formula: C2H7ClNOP
Source: OMol25
Level of theory: ωB97M-V/def2-TZVPD

Values from the calculation:
- SMILES string = CC[P@@](N)(=O)Cl
- DFT total energy (eV) = -27538.16036
- Kohn-Sham gap (hartree) = 0.4088
- E_HOMO (eV) = -10.417

The geometry in XYZ format:
```
13
C2H7ClNOP, DFT ωB97M-V/def2-TZVPD
C 1.28 1.30 0.60
C 0.87 0.06 -0.16
N -1.35 -1.60 -0.83
O -1.37 -0.74 1.52
P -0.97 -0.39 0.17
Cl -1.92 1.21 -0.48
H 1.19 1.07 1.68
H 2.37 1.54 0.35
H 0.65 2.30 0.43
H 1.36 -0.83 0.31
H 1.11 -0.01 -1.28
H -1.24 -1.63 -1.94
H -1.98 -2.26 -0.36
```



[6]
Formula: C4H10N2O2
Source: OMol25
Level of theory: ωB97M-V/def2-TZVPD

Values from the calculation:
- SMILES string = NC(=O)[C@H](N)CCO
- DFT total energy (eV) = -11384.52272
- Kohn-Sham gap (hartree) = 0.3546
- E_HOMO (eV) = -8.871

The geometry in XYZ format:
```
18
C4H10N2O2, DFT ωB97M-V/def2-TZVPD
N -2.14 -0.25 0.12
C -0.69 -0.27 -0.11
C 0.03 0.50 0.97
C 1.49 0.05 1.33
O 1.58 -1.32 0.94
C -0.56 0.51 -1.52
N 0.56 0.04 -2.16
O -1.22 1.47 -1.75
H 0.90 -1.72 1.50
H -2.64 -0.83 -0.61
H -2.58 0.69 0.14
H -0.33 -1.33 -0.24
H -0.53 0.45 1.93
H -0.07 1.56 0.74
H 2.40 0.49 0.87
H 1.45 0.11 2.38
H 1.16 -0.61 -1.61
H 1.18 0.45 -2.93
```